Entry from the OMol25 dataset: the ion C3H12NOSi with charge +1 at a distorted geometry (the ωB97M-V functional and the def2-TZVPD basis).

Last column: Löwdin charge in e.
Geometry (Å):
C (1.27, -1.07, -1.70)  -0.097
C (0.94, 0.15, -0.83)  -0.229
C (0.19, -0.15, 0.65)  -0.385
N (0.42, 1.00, 1.52)  0.065
Si (-1.71, -0.49, 0.22)  0.642
O (-2.25, 1.02, 0.65)  -0.262
H (1.85, -0.81, -2.52)  0.062
H (1.80, -1.77, -1.15)  0.059
H (0.37, -1.52, -2.13)  0.079
H (1.88, 0.72, -0.65)  0.103
H (0.23, 0.90, -1.35)  0.120
H (0.74, -0.99, 1.26)  0.149
H (1.48, 1.03, 1.94)  0.239
H (0.16, 1.97, 1.11)  0.202
H (-0.15, 0.98, 2.42)  0.178
H (-2.04, -0.65, -1.20)  0.001
H (-1.96, -1.49, 1.28)  -0.017
H (-3.21, 1.17, 0.46)  0.092

Calculated values
energy above the lowest of the compared OMol25 structures with the same formula, charge and spin: 62.6 kJ/mol
structure (SMILES): CC[C@@H]([NH3+])[SiH2]O
2S+1: 1
HOMO level: -14.627 eV
LUMO: -3.74 eV
HOMO-LUMO gap: 10.89 eV
total charge: +1